{"formula": "C4H12N2S", "method": "ωB97M-V/def2-TZVPD", "elements": ["C", "N", "C", "C", "S", "C", "N", "H", "H", "H", "H", "H", "H", "H", "H", "H", "H", "H", "H"], "coordinates": [[-1.129, -1.893, 1.057], [-0.748, -1.297, -0.226], [0.010, -0.107, -0.411], [-0.807, 1.025, -0.973], [-0.921, 1.219, -2.821], [0.773, 0.397, 0.871], [1.703, 1.451, 0.544], [-0.231, -2.382, 1.466], [-1.262, -1.030, 1.709], [-1.924, -2.629, 1.041], [-0.391, -2.027, -0.842], [0.878, -0.229, -1.073], [-1.841, 1.020, -0.629], [-0.357, 1.988, -0.737], [0.389, 1.581, -2.943], [1.286, -0.487, 1.293], [0.047, 0.650, 1.651], [2.333, 1.539, 1.327], [2.192, 1.212, -0.304]], "charge": 1, "largest_force_ev_per_a": 3.10, "homo_ev": [-13.348, -13.003], "e_tot_ha": -666.9514, "orbital_gap_ha": [0.376, 0.181], "multiplicity": 2, "lumo_energy_ev": [-3.13, -8.09]}

---

{"formula": "C4H12N2S2", "method": "ωB97M-V/def2-TZVPD", "elements": ["S", "S", "C", "C", "C", "N", "C", "N", "H", "H", "H", "H", "H", "H", "H", "H", "H", "H", "H", "H"], "coordinates": [[0.807, -2.518, -3.344], [-0.263, -0.681, -3.320], [0.145, -0.056, -1.549], [-0.753, -0.531, -0.402], [-0.180, 0.119, 0.969], [-0.375, 1.539, 1.078], [0.320, 2.073, 2.265], [-0.699, -1.956, -0.147], [1.996, -2.151, -2.846], [1.177, -0.175, -1.324], [0.097, 1.094, -1.472], [-1.784, -0.306, -0.533], [-0.726, -0.534, 1.601], [0.940, -0.038, 1.176], [-1.410, 1.947, 1.024], [1.265, 1.590, 2.514], [0.620, 3.016, 1.795], [-0.429, 2.382, 3.004], [0.132, -2.315, 0.399], [-0.881, -2.499, -0.888]], "largest_force_ev_per_a": 4.75, "homo_ev": -8.332, "e_tot_ha": -1065.4109, "smiles": "CNC[C@H](N)CSS", "orbital_gap_ha": 0.321, "lumo_energy_ev": 0.41}

---

{"formula": "C4H12N3", "method": "ωB97M-V/def2-TZVPD", "elements": ["C", "C", "C", "C", "N", "N", "N", "H", "H", "H", "H", "H", "H", "H", "H", "H", "H", "H", "H"], "coordinates": [[1.844, -1.375, -0.222], [0.408, 1.011, 1.438], [-1.900, -1.076, -0.132], [0.137, 0.352, -0.094], [0.665, -0.984, -0.181], [0.796, 1.210, -1.028], [-1.276, 0.219, -0.584], [2.058, -2.387, -0.366], [2.693, -0.651, -0.204], [1.467, 1.302, 1.699], [-0.224, 1.978, 1.589], [0.005, 0.257, 2.097], [-2.199, -1.035, 0.976], [-2.787, -1.334, -0.728], [-1.133, -1.891, -0.222], [1.691, 1.050, -1.402], [0.756, 2.186, -0.518], [-0.986, 0.148, -1.593], [-2.015, 1.022, -0.526]], "charge": 1, "largest_force_ev_per_a": 5.58, "homo_ev": -13.856, "e_tot_ha": -323.5502, "smiles": "C=N[C@@](C)(N)[NH2+]C", "orbital_gap_ha": 0.393, "lumo_energy_ev": -3.16}

---

{"formula": "C4H12N3", "method": "ωB97M-V/def2-TZVPD", "elements": ["C", "N", "C", "N", "H", "H", "H", "H", "H", "H", "C", "C", "N", "H", "H", "H", "H", "H", "H"], "coordinates": [[-1.212, -0.837, 1.268], [-0.960, 1.947, 1.422], [-1.956, 1.316, 0.702], [-1.990, 0.066, 0.443], [-1.831, -1.707, 1.480], [-0.883, -0.499, 2.257], [-0.330, -1.196, 0.723], [-1.164, 2.887, 1.735], [-0.493, 1.416, 2.142], [-2.723, 1.973, 0.305], [2.122, -1.481, -1.116], [1.002, 0.618, -1.575], [1.031, -0.650, -1.670], [2.448, -2.187, -1.873], [1.712, -2.033, -0.273], [2.920, -0.815, -0.807], [1.922, 1.090, -1.244], [0.228, 1.219, -2.036], [0.157, -1.127, -1.884]], "charge": 1, "largest_force_ev_per_a": 1.51, "homo_ev": -12.385, "e_tot_ha": -323.5764, "orbital_gap_ha": 0.267, "lumo_energy_ev": -5.13}

---

{"formula": "C4H12N3", "method": "ωB97M-V/def2-TZVPD", "elements": ["C", "C", "C", "C", "N", "N", "N", "H", "H", "H", "H", "H", "H", "H", "H", "H", "H", "H", "H"], "coordinates": [[-1.941, -1.423, -0.100], [1.556, 0.864, -1.083], [-0.357, -1.438, 0.080], [0.144, 0.879, -0.437], [0.230, -0.037, 1.815], [0.844, 0.994, 2.280], [-0.018, -0.141, 0.549], [-2.343, -1.136, 0.865], [-2.077, -0.480, -0.762], [-2.414, -2.407, -0.430], [2.151, 1.625, -0.484], [2.113, -0.007, -1.101], [1.430, 1.401, -2.120], [0.058, -1.507, -0.927], [0.132, -2.221, 0.733], [-0.641, 0.889, -1.344], [0.056, 1.774, 0.085], [1.075, 1.786, 1.694], [1.217, 0.970, 3.210]], "charge": 1, "largest_force_ev_per_a": 5.00, "homo_ev": -14.871, "e_tot_ha": -323.5295, "smiles": "CC[N+](CC)=NN", "orbital_gap_ha": 0.374, "lumo_energy_ev": -4.69}

---

{"formula": "C4H12N3", "method": "ωB97M-V/def2-TZVPD", "elements": ["C", "C", "C", "C", "N", "N", "N", "H", "H", "H", "H", "H", "H", "H", "H", "H", "H", "H", "H"], "coordinates": [[0.860, 1.613, 0.285], [0.537, 0.562, -0.634], [0.328, -0.817, -0.214], [-1.164, -1.244, -0.436], [-2.054, -0.420, 0.411], [1.118, -1.787, -1.006], [0.115, 1.810, 1.463], [1.018, 2.555, -0.265], [1.909, 1.305, 0.502], [1.083, 0.752, -1.558], [-1.954, 0.558, 0.157], [-1.388, -1.182, -1.495], [-1.237, -2.245, -0.032], [-3.010, -0.723, 0.273], [0.454, -0.842, 0.872], [1.510, -1.256, -1.781], [1.936, -2.045, -0.457], [0.642, 2.146, 2.253], [-0.704, 1.259, 1.661]], "charge": 1, "largest_force_ev_per_a": 3.70, "homo_ev": -13.886, "e_tot_ha": -323.5103, "orbital_gap_ha": 0.254, "lumo_energy_ev": -6.98}

---

{"formula": "C4H12N3", "method": "ωB97M-V/def2-TZVPD", "elements": ["C", "C", "C", "C", "N", "N", "N", "H", "H", "H", "H", "H", "H", "H", "H", "H", "H", "H", "H"], "coordinates": [[-0.902, -2.301, 0.616], [-1.219, 0.963, 0.056], [1.033, 0.528, -1.914], [-0.168, 0.010, 0.561], [-0.391, -1.294, 0.020], [0.266, 0.270, 1.850], [1.187, 0.385, -0.449], [-0.842, -3.271, 0.226], [-1.360, -2.363, 1.579], [-0.929, 1.799, -0.504], [-1.992, 0.582, -0.521], [-1.795, 1.529, 0.827], [0.628, 1.622, -2.124], [2.045, 0.520, -2.289], [0.382, -0.087, -2.422], [0.579, -0.506, 2.472], [-0.172, 0.927, 2.409], [1.790, -0.433, -0.214], [1.859, 1.122, -0.181]], "charge": 1, "largest_force_ev_per_a": 4.58, "homo_ev": -14.326, "e_tot_ha": -323.5671, "smiles": "C=N[C@@](C)(N)[NH2+]C", "orbital_gap_ha": 0.411, "lumo_energy_ev": -3.14}

---

{"formula": "C4H12N3", "method": "ωB97M-V/def2-TZVPD", "elements": ["C", "C", "C", "N", "C", "N", "N", "H", "H", "H", "H", "H", "H", "H", "H", "H", "H", "H", "H"], "coordinates": [[0.470, 2.060, 0.071], [1.338, 0.783, -0.081], [0.605, -0.500, -0.614], [-0.762, -3.012, -0.672], [-1.224, -1.900, -0.040], [-0.686, -0.727, -0.018], [-0.590, 1.832, 1.134], [1.121, 2.811, 0.452], [-0.014, 2.335, -0.838], [2.083, 0.920, -0.848], [1.727, 0.565, 0.930], [0.436, -0.392, -1.692], [1.343, -1.286, -0.513], [-1.208, -3.866, -0.392], [0.115, -3.026, -1.175], [-2.244, -1.954, 0.376], [-1.328, 2.521, 1.020], [-0.979, 0.747, 0.837], [-0.200, 2.087, 2.062]], "charge": 1, "largest_force_ev_per_a": 2.02, "homo_ev": -13.240, "e_tot_ha": -323.6346, "smiles": "N/C=N\\CCC[NH3+]", "orbital_gap_ha": 0.381, "lumo_energy_ev": -2.88}

---

{"formula": "C4H12N3", "method": "ωB97M-V/def2-TZVPD", "elements": ["C", "C", "C", "N", "C", "N", "N", "H", "H", "H", "H", "H", "H", "H", "H", "H", "H", "H", "H"], "coordinates": [[-0.962, 0.037, -0.017], [0.371, -0.716, 0.077], [0.532, -1.598, 1.316], [1.123, 1.975, -0.857], [1.250, 2.959, -1.685], [-0.532, -2.600, 1.305], [-1.979, -0.849, -0.244], [-1.114, 0.711, 0.855], [-0.866, 0.692, -0.918], [1.097, 0.099, 0.051], [0.401, -1.308, -0.836], [0.532, -1.080, 2.281], [1.483, -2.103, 1.134], [-2.733, -0.477, -0.843], [0.707, 2.786, -0.345], [1.670, 3.925, -1.372], [-1.280, -2.361, 0.677], [1.114, 2.909, -2.767], [-0.815, -3.001, 2.188]], "charge": 1, "largest_force_ev_per_a": 3.44, "homo_ev": -13.352, "e_tot_ha": -323.3417, "orbital_gap_ha": 0.182, "lumo_energy_ev": -8.41}

---

{"formula": "C4H12N3O2S", "method": "ωB97M-V/def2-TZVPD", "elements": ["C", "C", "C", "C", "N", "N", "N", "O", "O", "S", "H", "H", "H", "H", "H", "H", "H", "H", "H", "H", "H", "H"], "coordinates": [[-1.433, -0.151, -0.060], [0.620, -1.771, -0.255], [2.970, 0.262, 0.142], [0.080, -0.435, -0.665], [-1.927, -1.055, 0.765], [-1.762, 1.058, -0.431], [-2.834, 1.869, -0.024], [1.038, 1.947, -0.673], [0.801, 0.828, 1.446], [1.280, 0.733, 0.091], [0.037, -2.651, -0.389], [1.447, -1.828, -1.003], [1.061, -1.807, 0.728], [3.141, 0.048, 1.220], [3.219, -0.726, -0.347], [3.574, 1.104, -0.123], [0.090, -0.124, -1.706], [-2.791, -0.883, 1.267], [-0.941, 1.545, -0.651], [-3.499, 1.211, 0.308], [-1.080, -1.564, 1.251], [-3.091, 2.390, -0.890]], "charge": 1, "largest_force_ev_per_a": 4.14, "homo_ev": -14.013, "e_tot_ha": -872.2048, "smiles": "C[C@@H](/C(N)=[NH+]/N)S(C)(=O)=O", "orbital_gap_ha": 0.382, "lumo_energy_ev": -3.63}

---

{"formula": "C4H12N3P", "method": "ωB97M-V/def2-TZVPD", "elements": ["C", "C", "C", "C", "N", "N", "N", "P", "H", "H", "H", "H", "H", "H", "H", "H", "H", "H", "H", "H"], "coordinates": [[0.855, -2.491, 0.247], [1.440, 2.784, 0.261], [-0.213, -1.559, 0.809], [-0.313, -0.268, 0.034], [0.613, 1.753, -0.308], [0.453, 0.761, 0.481], [-2.235, 1.971, -0.253], [-2.317, 0.581, 0.678], [0.885, -3.410, 0.827], [0.633, -2.743, -0.789], [1.834, -2.021, 0.287], [1.010, 3.759, 0.037], [2.415, 2.729, -0.230], [1.578, 2.660, 1.339], [-1.178, -2.071, 0.783], [0.014, -1.318, 1.848], [-0.480, -0.366, -1.046], [-2.677, 1.873, -1.159], [-1.262, 2.292, -0.395], [-1.740, 1.168, 1.821]], "largest_force_ev_per_a": 3.29, "homo_ev": [-8.363, -8.362], "e_tot_ha": -665.1545, "smiles": "CC[C@H](/N=N/C)PN", "orbital_gap_ha": [0.322, 0.322], "lumo_energy_ev": [0.39, 0.39]}

---

{"formula": "C4H12N3S", "method": "ωB97M-V/def2-TZVPD", "elements": ["C", "N", "C", "C", "S", "N", "C", "N", "H", "H", "H", "H", "H", "H", "H", "H", "H", "H", "H", "H"], "coordinates": [[-0.688, 1.058, 0.461], [-0.319, 2.555, 0.332], [0.417, 0.022, 0.382], [1.098, -0.105, 1.724], [2.522, 1.077, 1.927], [-0.301, -1.203, 0.017], [-0.120, -1.597, -1.475], [-1.237, -1.148, -2.258], [-1.181, 1.000, 1.437], [-1.348, 0.847, -0.320], [0.631, 2.599, -0.127], [-0.188, 3.021, 1.256], [1.132, 0.412, -0.307], [0.322, -0.191, 2.532], [1.558, -1.085, 1.909], [-0.186, -1.998, 0.702], [0.066, -2.726, -1.596], [0.874, -1.109, -1.893], [-0.995, -0.423, -2.898], [-2.058, -1.007, -1.803]], "charge": -1, "largest_force_ev_per_a": 3.66, "homo_ev": -2.458, "e_tot_ha": -722.0379, "smiles": "NCN[C@@H](CN)C[S-]", "orbital_gap_ha": 0.229, "lumo_energy_ev": 3.77}